Entry 1:
The following is a DFT calculation (the ωB97M-V functional and the def2-TZVPD basis) of C48H52BBr2FI2N10O5SW as an isolated structure.

- total charge = +2
- strongest force on any atom (eV Å⁻¹) = 2.025
- HOMO level (eV) = -12.837

Last column: Löwdin charge in e.
Geometry (Å):
W: -1.03 -0.60 -0.27  1.984
C: -4.93 -4.39 1.35  -0.061
C: -3.47 -3.93 1.38  -0.403
C: -2.92 -3.96 2.81  -0.048
C: -3.25 -2.55 0.79  -0.313
C: -4.45 -1.72 0.74  0.014
C: -4.67 -0.75 -0.14  0.070
N: -2.74 -0.93 -1.84  0.073
N: -2.13 -2.09 0.35  -0.261
B: -2.24 -0.32 -3.20  -0.579
N: -2.10 1.19 -3.23  -0.061
C: -2.66 1.98 -4.17  -0.074
C: -2.26 3.27 -3.94  -0.007
C: -1.41 3.19 -2.82  -0.255
N: -1.31 1.92 -2.40  0.135
C: -0.83 4.43 -2.19  -0.345
C: 0.40 4.24 -1.32  -0.075
C: -1.91 5.20 -1.42  -0.045
N: -0.88 -1.01 -3.29  -0.021
C: -0.16 -1.23 -4.37  -0.003
C: 1.02 -1.81 -3.99  0.001
C: 0.99 -1.94 -2.61  -0.248
N: -0.22 -1.44 -2.16  -0.031
C: 2.17 -2.69 -1.99  -0.362
C: 2.58 -2.52 -0.52  -0.110
C: 2.08 -4.17 -2.42  -0.094
H: -4.95 -5.47 1.55  0.097
H: -5.41 -4.23 0.38  0.092
H: -5.54 -3.92 2.13  0.087
H: -2.91 -4.64 0.77  0.053
H: -3.40 -3.20 3.43  0.099
H: -1.84 -3.81 2.82  0.024
H: -3.13 -4.94 3.24  0.104
H: -5.26 -2.00 1.39  0.123
H: -5.64 -0.27 -0.13  0.139
H: -2.92 -0.64 -4.13  0.136
H: -3.31 1.56 -4.92  0.133
H: -2.53 4.15 -4.50  0.123
H: -0.54 5.07 -3.04  0.144
H: 0.20 3.51 -0.52  0.050
H: 0.66 5.19 -0.84  0.097
H: 1.25 3.91 -1.90  0.055
H: -2.08 4.73 -0.44  0.062
H: -2.86 5.23 -1.95  0.071
H: -1.58 6.23 -1.24  0.091
H: -0.56 -0.96 -5.34  0.152
H: 1.83 -2.14 -4.63  0.136
H: 3.00 -2.30 -2.58  0.120
H: 2.49 -3.46 0.03  0.040
H: 2.00 -1.78 0.00  0.008
H: 3.63 -2.23 -0.46  0.087
H: 1.19 -4.66 -2.05  -0.037
H: 2.95 -4.71 -2.03  0.091
H: 2.08 -4.26 -3.51  0.084
Br: -5.71 3.45 -2.08  0.853
C: -4.61 2.15 -1.31  -0.672
C: -4.46 0.95 -1.84  -0.066
C: -3.67 -0.08 -1.08  -0.437
N: -2.66 0.50 -0.22  -0.070
C: -2.90 1.73 0.33  -0.221
C: -3.87 2.52 -0.12  -0.009
C: -1.84 2.07 1.24  -0.183
C: -1.86 3.10 2.16  -0.017
C: -0.75 3.31 2.94  -0.657
Br: -0.71 4.67 4.22  0.891
C: 0.35 2.47 2.77  -0.061
C: 0.27 1.46 1.85  -0.141
N: -0.80 1.25 1.08  0.030
H: -4.95 0.63 -2.75  0.143
H: -3.10 -1.86 -2.01  0.150
H: -4.03 3.49 0.33  0.119
H: -2.75 3.72 2.26  0.131
H: 1.25 2.59 3.36  0.130
H: 1.10 0.78 1.71  0.086
I: -0.43 -3.98 0.16  0.721
I: 0.77 -6.41 0.31  0.222
F: -2.28 -1.81 7.62  0.120
C: -1.53 -2.38 6.69  -0.188
C: -0.94 -1.66 5.74  0.052
N: -0.15 -2.26 4.76  0.009
C: 0.41 -1.48 3.68  -0.028
C: -0.62 -1.16 2.62  -0.552
O: -1.77 -0.90 2.85  0.124
O: -0.09 -1.12 1.39  -0.321
C: 0.00 -3.63 4.67  -0.483
O: 0.59 -4.16 3.76  0.053
N: -0.59 -4.33 5.70  0.232
C: -1.37 -3.84 6.75  -0.379
O: -1.85 -4.56 7.58  0.148
H: -1.06 -0.59 5.69  0.150
H: 1.22 -2.05 3.24  0.132
H: 0.81 -0.54 4.07  0.147
H: -0.45 -5.33 5.68  0.178
O: 0.93 0.13 -0.53  -0.690
S: 1.76 1.25 -1.23  1.100
C: 3.14 0.44 -2.07  -0.238
C: 3.89 1.56 -2.76  -0.295
C: 5.20 1.83 -2.41  -0.039
C: 5.89 2.85 -3.05  -0.050
C: 5.26 3.61 -4.03  -0.055
C: 3.95 3.34 -4.38  -0.056
C: 3.26 2.31 -3.75  -0.056
C: 2.70 2.10 0.05  -0.259
C: 3.70 1.35 0.88  -0.260
C: 4.94 1.94 1.10  -0.036
C: 5.88 1.31 1.91  -0.048
C: 5.60 0.08 2.48  -0.053
C: 4.37 -0.52 2.25  -0.051
C: 3.42 0.11 1.46  -0.071
H: 2.69 -0.24 -2.79  0.078
H: 3.75 -0.10 -1.36  0.100
H: 5.70 1.24 -1.65  0.119
H: 6.92 3.06 -2.79  0.116
H: 5.80 4.41 -4.53  0.116
H: 3.46 3.92 -5.15  0.114
H: 2.23 2.10 -4.03  0.115
H: 1.95 2.61 0.65  0.074
H: 3.19 2.88 -0.54  0.109
H: 5.17 2.90 0.65  0.124
H: 6.84 1.79 2.08  0.118
H: 6.34 -0.41 3.10  0.117
H: 4.15 -1.49 2.69  0.115
H: 2.47 -0.38 1.28  0.068

***

Entry 2:
The following is a DFT calculation (the ωB97M-V functional and the def2-TZVPD basis) of a 2-piece molecular cluster, C2H4N4 overall.

- strongest force on any atom (eV Å⁻¹) = 1.386
- HOMO level (eV) = -8.791

Last column: Löwdin charge in e.
Geometry (Å):
N: 2.05 0.11 0.22  0.042
C: 0.89 0.73 -0.11  -0.322
C: -0.10 1.37 -0.37  0.042
N: -2.26 -0.56 -0.21  0.087
N: -1.31 -1.20 0.23  -0.305
N: -0.37 -1.79 0.48  0.213
H: 2.85 0.49 -0.27  0.089
H: 2.02 -0.90 0.16  0.065
H: -0.97 1.90 -0.67  0.012
H: -2.80 -0.15 0.54  0.077

***

Ordered relative energy (zero: lowest compared OMol25 entry of this formula, charge and spin) results: 0.0 395.5; unit kJ/mol.